{"formula": "C4H11NS2", "method": "the ωB97M-V functional and the def2-TZVPD basis", "elements": ["C", "C", "S", "S", "C", "C", "N", "H", "H", "H", "H", "H", "H", "H", "H", "H", "H", "H"], "positions_angstrom": [[-2.2247, 1.1017, 2.2232], [-1.7104, 0.5286, 0.9024], [-0.2750, -0.5311, 1.3014], [-0.1592, -1.9070, -0.2433], [1.5365, -1.6465, -0.8343], [1.9588, -0.2007, -1.0762], [1.0411, 0.4977, -1.9478], [-3.2465, 1.4287, 1.9982], [-1.7178, 1.9994, 2.5579], [-2.3169, 0.3320, 2.9718], [-1.4778, 1.3503, 0.2219], [-2.4265, -0.1317, 0.4244], [1.5597, -2.1226, -1.8192], [2.2623, -2.1645, -0.2177], [3.0089, -0.2434, -1.4019], [1.9386, 0.2677, -0.0899], [1.3364, 1.4409, -2.1469], [0.9124, 0.0004, -2.8241]], "forces_ev_per_a": [[-1.205, 0.088, -1.030], [0.542, 0.106, 0.112], [0.020, -0.233, 0.011], [0.080, 0.309, 0.374], [-0.051, 0.369, -1.071], [0.053, -0.301, 0.900], [-0.169, -0.227, -0.193], [-0.017, 0.070, 0.205], [0.461, -0.203, 0.181], [0.238, -0.085, 0.458], [0.239, -0.281, -0.111], [-0.234, 0.078, 0.067], [-0.146, -0.359, 0.059], [0.009, 0.017, 0.249], [-0.087, 0.120, -0.124], [0.125, 0.330, -0.133], [0.096, 0.042, -0.030], [0.048, 0.158, 0.076]], "gap_ev": 8.96, "e_above_lowest_kcal_mol": 8.9, "total_energy_ha": -1010.1243, "charge": 0, "smiles": "CCSSCCN"}